Entry 1:
Density functional theory data (ωB97M-V/def2-TZVPD) for an isolated molecule of C2H4N2OS2 at a distorted geometry.

Last column: Löwdin charge in e.
Positions of all 11 atoms, in Å:
H1 2.174 1.965 -0.038  0.124
N1 1.189 1.457 -0.134  0.078
C1 1.224 0.195 -0.221  -0.695
N2 2.331 -0.717 0.171  -0.132
O1 3.338 0.260 0.341  -0.219
S1 -0.255 -0.910 -0.295  0.791
C2 -1.707 0.269 -0.475  -0.916
S2 -3.252 0.169 0.370  0.476
H2 2.304 -1.051 1.184  0.145
H3 4.287 -0.344 0.021  0.236
H4 -1.092 1.222 -1.174  0.111

Its max |F| is 7.27 eV/A. Its SMILES is [H]/N=C(\NO)SC=S. As for the spin multiplicity: 1. As for the HOMO energy: -8.99 eV. For the energy relative to the best compared isomer or geometry (same formula, charge and spin), the calculation gives 555.56 kJ/mol. The HOMO-LUMO gap is 8.0 eV.

---

Entry 2:
Density functional theory data (ωB97M-V/def2-TZVPD) for a structure of composition C54H42BrNO8S2Ti.

Last column: Löwdin charge in e.
Positions of all 109 atoms, in Å:
Ti1 -0.057 -0.031 -1.146  0.847
Br1 -2.636 -2.009 0.297  0.910
C1 -2.336 -3.128 -1.202  -0.588
C2 -2.819 -4.404 -1.106  -0.163
C3 -2.790 -5.257 -2.226  -0.106
C4 -2.335 -4.776 -3.417  -0.055
C5 -1.834 -3.456 -3.529  -0.173
C6 -1.429 -2.970 -4.793  -0.059
C7 -0.946 -1.704 -4.914  -0.085
C8 -0.753 -0.908 -3.767  -0.164
C9 -1.108 -1.328 -2.502  -0.199
C10 -1.747 -2.602 -2.389  -0.214
H1 -3.251 -4.739 -0.173  0.084
H2 -3.161 -6.271 -2.138  0.090
H3 -2.345 -5.395 -4.307  0.102
H4 -1.509 -3.626 -5.653  0.101
H5 -0.634 -1.325 -5.880  0.100
H6 -0.255 0.044 -3.899  0.076
C11 1.620 2.028 4.512  0.021
C12 1.226 0.581 4.263  -0.576
C13 1.368 -0.282 5.504  0.011
O1 2.034 0.039 3.242  -0.011
C14 1.317 0.045 2.012  -0.154
C15 -0.152 0.114 2.431  -0.141
O2 -0.117 0.504 3.805  -0.009
C16 -1.025 1.097 1.609  -0.386
O3 -1.012 0.683 0.288  -0.280
C17 -2.499 1.014 2.036  -0.162
C18 -2.990 0.150 3.003  -0.052
C19 -4.358 0.070 3.250  -0.094
C20 -5.248 0.852 2.534  -0.110
C21 -4.762 1.723 1.564  -0.080
C22 -3.403 1.801 1.322  -0.018
C23 -0.535 2.539 1.756  -0.127
C24 0.313 3.105 0.813  -0.011
C25 0.761 4.413 0.958  -0.060
C26 0.366 5.171 2.048  -0.104
C27 -0.490 4.616 2.993  -0.100
C28 -0.936 3.314 2.845  -0.046
C29 1.691 -1.175 1.141  -0.349
O4 0.889 -1.043 0.003  -0.302
C30 1.357 -2.516 1.800  -0.128
C31 0.568 -3.436 1.119  -0.028
C32 0.277 -4.672 1.681  -0.074
C33 0.773 -5.009 2.931  -0.112
C34 1.593 -4.110 3.602  -0.095
C35 1.894 -2.880 3.035  -0.025
C36 3.177 -1.145 0.760  -0.118
C37 3.749 -2.290 0.216  -0.037
C38 5.073 -2.294 -0.198  -0.084
C39 5.849 -1.154 -0.065  -0.106
C40 5.291 -0.010 0.484  -0.088
C41 3.965 -0.006 0.892  -0.028
H7 2.644 2.064 4.888  0.089
H8 0.953 2.490 5.242  0.089
H9 1.564 2.595 3.583  0.080
H10 2.420 -0.365 5.781  0.089
H11 0.971 -1.275 5.299  0.082
H12 0.819 0.163 6.335  0.084
H13 1.579 0.928 1.422  0.139
H14 -0.605 -0.878 2.338  0.141
H15 -2.314 -0.465 3.581  0.112
H16 -4.723 -0.617 4.005  0.095
H17 -6.312 0.783 2.723  0.089
H18 -5.446 2.337 0.989  0.097
H19 -3.024 2.466 0.555  0.125
H20 0.621 2.555 -0.067  0.077
H21 1.401 4.831 0.192  0.109
H22 0.707 6.194 2.155  0.090
H23 -0.814 5.202 3.846  0.093
H24 -1.601 2.885 3.584  0.121
H25 0.213 -3.190 0.128  0.091
H26 -0.337 -5.372 1.127  0.098
H27 0.542 -5.972 3.371  0.087
H28 2.014 -4.371 4.566  0.091
H29 2.566 -2.203 3.541  0.113
H30 3.142 -3.171 0.061  0.100
H31 5.480 -3.182 -0.664  0.102
H32 6.873 -1.147 -0.419  0.094
H33 5.878 0.896 0.572  0.096
H34 3.557 0.910 1.298  0.109
S1 1.992 0.888 -2.095  0.688
C42 3.337 -0.158 -2.630  -0.622
C43 4.508 0.567 -2.879  -0.182
C44 5.667 -0.027 -3.349  -0.152
C45 5.656 -1.400 -3.584  -0.151
C46 4.504 -2.122 -3.350  -0.182
C47 3.303 -1.552 -2.870  -0.749
S2 1.918 -2.570 -2.642  0.556
H35 4.490 1.635 -2.692  0.079
H36 6.554 0.571 -3.529  0.077
H37 6.544 -1.907 -3.949  0.080
H38 4.489 -3.191 -3.533  0.076
O5 -0.350 3.715 -2.318  0.058
C48 -1.110 2.761 -2.361  -0.574
O6 -0.875 1.541 -2.071  -0.211
C49 -2.566 2.986 -2.751  -0.084
C50 -3.528 2.028 -2.455  0.009
C51 -4.866 2.252 -2.760  -0.054
C52 -5.253 3.426 -3.384  -0.018
C53 -4.271 4.358 -3.680  -0.146
C54 -2.937 4.173 -3.369  0.067
N1 -4.679 5.607 -4.350  -0.358
O7 -5.868 5.784 -4.558  0.041
O8 -3.822 6.431 -4.600  0.066
H39 -3.208 1.107 -1.983  0.121
H40 -5.607 1.502 -2.513  0.106
H41 -6.282 3.626 -3.641  0.108
H42 -2.189 4.922 -3.581  0.128

Its max |F| is 0.86 eV/A. Its net charge is -2. As for the spin multiplicity: 1. As for the HOMO energy: -1.00 eV. For the energy relative to the best compared isomer or geometry (same formula, charge and spin), the calculation gives 49.42 kJ/mol. The HOMO-LUMO gap is 4.3 eV.

---

Entry 3:
Density functional theory data (ωB97M-V/def2-TZVPD) for the ion C6H11N2O with charge +1 at a distorted geometry.

Last column: Löwdin charge in e.
Positions of all 20 atoms, in Å:
C1 -0.682 -2.027 0.482  -0.044
O1 -1.218 -0.728 0.348  -0.136
C2 -0.343 0.423 0.198  -0.383
N1 -1.503 1.478 0.360  0.270
C3 0.573 0.491 1.420  -0.059
N2 1.800 0.234 1.344  0.125
C4 2.427 -0.030 0.178  -0.139
C5 1.853 -0.005 -1.010  0.002
C6 0.438 0.616 -1.149  -0.027
H1 -1.232 -2.454 1.221  0.059
H2 0.363 -2.106 0.833  0.108
H3 -0.894 -2.524 -0.542  0.140
H4 -2.051 1.378 -0.481  0.167
H5 -1.110 2.426 0.170  0.189
H6 -1.762 1.121 1.275  0.162
H7 -0.067 0.660 2.238  0.118
H8 3.415 -0.402 0.180  0.113
H9 2.313 -0.199 -1.869  0.073
H10 0.484 1.760 -1.136  0.157
H11 0.016 0.114 -1.954  0.103

Its max |F| is 5.21 eV/A. Its net charge is +1. Its SMILES is CO[C@@]1([NH3+])C=NC=CC1. As for the spin multiplicity: 1. As for the HOMO energy: -13.59 eV. For the energy relative to the best compared isomer or geometry (same formula, charge and spin), the calculation gives 390.99 kJ/mol. The HOMO-LUMO gap is 9.5 eV.

---

Entry 4:
Density functional theory data (ωB97M-V/def2-TZVPD) for a structure of composition C10H17O11Sr at a distorted geometry.

Last column: Löwdin charge in e.
Positions of all 39 atoms, in Å:
Sr1 14.567 -7.728 -1.741  1.571
C1 18.561 -8.377 -3.384  -0.049
C2 17.509 -9.498 -3.473  -0.769
O1 16.442 -9.266 -2.869  -0.128
O2 17.837 -10.532 -4.114  -0.127
H1 18.610 -8.095 -2.327  0.053
H2 18.268 -7.497 -3.956  0.060
H3 19.531 -8.734 -3.739  0.037
C3 16.880 -5.146 1.186  -0.049
C4 16.131 -6.172 0.338  -0.784
O3 14.913 -6.362 0.563  -0.111
O4 16.760 -6.701 -0.611  -0.130
H4 16.690 -5.232 2.259  0.051
H5 16.646 -4.129 0.864  0.061
H6 17.961 -5.272 1.045  0.053
C5 11.402 -9.009 0.853  -0.048
C6 11.216 -7.727 0.037  -0.766
O5 12.172 -7.416 -0.711  -0.131
O6 10.139 -7.115 0.212  -0.114
H7 11.408 -8.782 1.926  0.053
H8 12.337 -9.483 0.565  0.036
H9 10.561 -9.695 0.705  0.050
C7 13.795 -4.423 -4.931  -0.052
C8 14.168 -5.360 -3.759  -0.792
O7 15.136 -6.138 -3.947  -0.124
O8 13.457 -5.314 -2.736  -0.089
H10 13.282 -3.525 -4.583  0.045
H11 13.236 -4.978 -5.681  0.055
H12 14.737 -4.067 -5.374  0.048
C9 11.324 -10.290 -3.854  -0.045
C10 12.661 -9.754 -3.308  -0.760
O9 12.990 -8.605 -3.691  -0.120
O10 13.364 -10.529 -2.618  -0.084
H13 10.545 -10.178 -3.092  0.059
H14 11.417 -11.364 -4.044  0.047
H15 11.029 -9.755 -4.755  0.050
O11 14.677 -9.778 -0.223  -0.137
H16 15.344 -10.103 0.382  0.048
H17 14.236 -10.539 -0.622  0.031

Its max |F| is 1.18 eV/A. Its net charge is -3. As for the spin multiplicity: 1. As for the HOMO energy: 0.24 eV. For the energy relative to the best compared isomer or geometry (same formula, charge and spin), the calculation gives 0.00 kJ/mol. The HOMO-LUMO gap is 6.7 eV.